DFT (ωB97M-V with the def2-TZVPD basis set) results for an isolated ion of composition C5H11NO2 and charge -2 in a non-equilibrium geometry.

Last columns: bonded neighbours and bond lengths (Å).
Positions of all 19 atoms, in Å:
1 C 1.115 0.812 1.096  C2 1.580, H9 1.119, H10 0.984, H11 1.094
2 C 0.058 0.121 0.145  C1 1.580, C3 1.487, N6 1.506, H12 1.199
3 C -0.434 -1.117 0.805  C2 1.487, C4 1.633, H13 1.061, H14 1.116
4 C 0.242 -2.409 0.070  C3 1.633, O5 1.337, H15 1.037, H16 1.121
5 O 0.517 -3.450 0.863  C4 1.337
6 N -1.030 1.076 -0.267  C2 1.506, C7 1.550, H17 0.976
7 C -0.597 1.898 -1.507  N6 1.550, O8 1.287, H18 1.137, H19 1.157
8 O -1.339 1.665 -2.533  C7 1.287
9 H 0.641 1.660 1.651  C1 1.119
10 H 1.437 0.247 1.834  C1 0.984
11 H 1.877 1.236 0.435  C1 1.094
12 H 0.618 0.017 -0.910  C2 1.199
13 H -1.489 -1.229 0.812  C3 1.061
14 H -0.039 -1.300 1.833  C3 1.116
15 H 1.172 -2.147 -0.309  C4 1.037
16 H -0.668 -2.565 -0.566  C4 1.121
17 H -1.829 0.578 -0.522  N6 0.976
18 H -0.787 2.971 -1.183  C7 1.137
19 H 0.535 1.936 -1.745  C7 1.157

Calculated values
Energy above the lowest of the compared OMol25 structures with the same formula, charge and spin (eV): 2.1900
Structure (SMILES): C[C@@H](CC[O-])NC[O-]
Net charge: -2
Multiplicity: 1
Total energy (eV): -10943.05249
Largest force on an atom (eV Å⁻¹): 6.0
HOMO energy (hartree): 0.0279